Here is C26H37AuClN2O2 as an isolated structure in a non-equilibrium geometry from OMol25. Energies are from ωB97M-V with the def2-TZVPD basis set.

Structure (ORCA input):
```
! RIJCOSX wB97M-V def2-TZVPD def2/J DEFGRID3
* xyz -1 3
Au -0.13 -0.07 -0.70
Cl -1.76 0.18 1.19
N -0.01 1.97 -0.64
N -0.12 -2.13 -0.37
C -0.95 2.76 -1.12
C -0.92 -2.96 -1.01
C 0.99 2.79 0.08
C 0.24 4.10 0.21
C 2.21 2.93 -0.83
C 1.36 2.18 1.39
H 1.92 2.97 -1.88
H 2.88 2.08 -0.70
H 2.75 3.85 -0.59
H 0.54 2.26 2.11
H 2.25 2.63 1.81
H 1.59 1.10 1.26
C 0.70 -2.88 0.59
C 0.51 -4.30 0.08
C 0.14 -2.72 1.98
C 2.15 -2.43 0.53
H 2.52 -2.44 -0.50
H 2.77 -3.10 1.14
H 2.26 -1.42 0.91
H -0.92 -3.00 2.03
H 0.19 -1.68 2.31
H 0.70 -3.32 2.69
O -0.69 -4.24 -0.75
H 0.34 -5.04 0.87
H 1.33 -4.64 -0.57
O -0.81 4.04 -0.79
H 0.85 4.99 0.02
H -0.25 4.20 1.19
C -2.09 2.34 -1.94
C -2.02 -2.62 -1.93
C -1.76 -1.36 -2.70
H -2.92 -2.51 -1.32
H -2.17 -3.48 -2.58
C -2.13 -0.14 -2.11
C -1.81 1.09 -2.71
H -2.75 -0.15 -1.22
C -1.14 1.10 -3.93
C -0.81 -0.12 -4.51
C -0.68 2.38 -4.56
C -1.08 -1.35 -3.91
H -0.26 -0.12 -5.45
C -0.57 -2.61 -4.53
H -0.15 -2.42 -5.52
H -1.34 -3.38 -4.64
H 0.23 -3.04 -3.91
H -1.49 3.11 -4.63
H -0.30 2.20 -5.57
H 0.12 2.84 -3.98
H -2.35 3.18 -2.59
H -2.94 2.19 -1.26
C 1.62 -0.42 4.56
C 0.38 0.31 4.03
C -0.90 -0.36 4.57
C 0.41 1.77 4.51
C 0.39 0.16 2.45
C 0.44 -0.24 1.26
H 1.65 -0.38 5.67
H 2.55 0.04 4.17
H 1.62 -1.49 4.26
H -0.91 -0.30 5.67
H -1.79 0.15 4.18
H -0.95 -1.42 4.29
H 1.34 2.28 4.20
H -0.47 2.33 4.15
H 0.39 1.79 5.62
*
```

Its HOMO-LUMO gap (spin up / spin down) is 2.853 / 5.354 eV. The calculation puts the total energy at -1868.5173 hartree. As for the HOMO energy (spin up / spin down): -0.034 / -2.580 eV.

=====

Here is a 2-piece molecular cluster, C26H37F3N3O5S3 overall in a non-equilibrium geometry from OMol25. Energies are from ωB97M-V with the def2-TZVPD basis set.

Structure (ORCA input):
```
! RIJCOSX wB97M-V def2-TZVPD def2/J DEFGRID3
* xyz 1 1
C 0.39 -3.85 -1.75
C -0.89 -3.38 -2.60
C -0.55 -2.59 -3.95
C -0.26 -1.01 -3.76
C -1.37 -0.06 -4.50
C 0.07 -0.57 -2.27
C 1.58 -0.46 -1.80
C 2.84 -0.78 -2.74
C 3.46 0.61 -3.30
C 2.65 1.17 -4.60
S 1.23 2.22 -3.97
N 1.92 -0.08 -0.43
C 0.94 0.22 0.60
C 1.44 0.64 2.08
F 0.88 -0.16 3.09
F 1.03 2.01 2.26
F 2.86 0.64 2.20
C -0.57 0.13 0.30
C -1.67 0.41 1.42
C -2.28 -0.97 2.07
C -3.80 -0.69 2.57
S -4.99 -2.04 2.02
C -6.67 -1.23 1.82
S -7.31 -0.29 3.07
N -7.47 -1.43 0.58
C -8.82 -0.95 0.28
C -9.32 -1.40 -1.12
N -8.17 -2.18 -1.64
C -7.14 -2.17 -0.63
C -0.99 -0.25 -1.18
C -2.56 -0.29 -1.47
O -3.20 0.59 -2.11
O -3.37 -1.35 -0.91
H 0.07 -3.85 -0.63
H 0.68 -4.95 -1.97
H 1.30 -3.16 -1.81
H -1.65 -2.78 -1.99
H -1.44 -4.35 -2.91
H -1.36 -2.76 -4.77
H 0.41 -3.07 -4.39
H 0.71 -0.81 -4.37
H -1.11 0.14 -5.60
H -1.34 0.95 -3.95
H -2.42 -0.51 -4.47
H 2.57 -1.45 -3.63
H 3.68 -1.29 -2.11
H 4.58 0.51 -3.58
H 3.42 1.46 -2.52
H 2.30 0.31 -5.26
H 3.29 1.86 -5.25
H 1.70 3.13 -3.02
H 2.92 -0.01 -0.16
H -1.22 0.99 2.31
H -2.55 0.98 0.97
H -1.67 -1.25 3.02
H -2.20 -1.87 1.37
H -3.86 -0.65 3.73
H -4.23 0.29 2.16
H -9.46 -0.32 0.98
H -10.31 -1.20 -1.65
H -6.15 -2.71 -0.84
H -3.67 -1.96 -1.63
C 4.03 2.73 3.37
C 4.31 4.01 4.14
O 4.99 3.74 5.37
C 6.30 3.47 5.26
O 6.94 3.44 4.23
O 6.78 3.20 6.48
C 8.15 2.80 6.49
H 3.49 2.01 4.00
H 3.43 2.93 2.48
H 4.96 2.24 3.06
H 3.36 4.49 4.40
H 4.87 4.72 3.53
H 8.78 3.53 5.98
H 8.25 1.81 6.04
H 8.47 2.74 7.53
*
```

Its HOMO-LUMO gap is 5.262 eV. The calculation puts the total energy at -3046.9491 hartree. As for the HOMO energy: -10.293 eV.

=====

Here is C26H37N2OsSe as an isolated structure in a non-equilibrium geometry from OMol25. Energies are from ωB97M-V with the def2-TZVPD basis set.

Structure (ORCA input):
```
! RIJCOSX wB97M-V def2-TZVPD def2/J DEFGRID3
* xyz 1 5
C 1.34 -2.44 0.66
C 1.78 -1.63 -0.43
C 0.82 -1.75 -1.50
C -0.20 -2.66 -1.06
C 0.11 -3.07 0.29
Os -0.19 -1.03 0.21
C -2.56 0.88 -1.26
C -2.22 0.32 -0.01
H -2.00 1.01 0.83
C -2.32 -1.14 0.24
H -2.81 -1.69 -0.56
H -2.72 -1.38 1.22
C -2.92 2.45 -1.39
H -2.36 3.08 -0.67
H -2.75 2.88 -2.41
H -4.04 2.53 -1.15
C -2.49 0.10 -2.64
H -1.62 -0.62 -2.70
H -3.47 -0.51 -2.74
H -2.41 0.77 -3.54
C 3.09 -0.91 -0.50
H 3.25 -0.33 0.42
H 3.92 -1.62 -0.60
H 3.11 -0.23 -1.35
C 1.02 -1.25 -2.89
H 1.48 -0.27 -2.88
H 1.69 -1.94 -3.45
H 0.08 -1.20 -3.44
C -1.24 -3.31 -1.92
H -1.37 -2.75 -2.86
H -0.96 -4.34 -2.17
H -2.20 -3.35 -1.40
C -0.62 -4.11 1.08
H -1.67 -4.14 0.79
H -0.19 -5.11 0.90
H -0.55 -3.89 2.15
C 2.15 -2.74 1.89
H 1.50 -3.00 2.73
H 2.83 -3.59 1.71
H 2.76 -1.88 2.17
C 1.57 1.97 -1.29
C 0.31 1.83 -1.70
C 2.68 2.39 -1.74
C 0.21 2.24 -3.09
H -0.68 1.26 -1.26
C 2.69 2.78 -3.14
H 3.60 2.36 -0.85
C 1.41 2.67 -3.75
H -0.63 2.30 -3.81
H 3.66 3.08 -3.48
H 1.52 2.96 -4.74
C -2.57 1.87 3.44
N -1.14 2.05 3.54
C -0.47 3.12 4.09
C 0.80 2.87 4.08
N 1.00 1.63 3.52
C 2.25 0.90 3.39
C -0.21 1.11 3.16
Se -0.52 -0.65 2.57
H -3.04 2.07 4.42
H -2.79 0.84 3.14
H -2.99 2.57 2.71
H -1.06 3.99 4.47
H 1.68 3.46 4.45
H 3.02 1.47 3.91
H 2.15 -0.09 3.84
H 2.52 0.78 2.33
*
```

Its HOMO-LUMO gap (spin up / spin down) is 6.491 / 6.750 eV. The calculation puts the total energy at -3614.0192 hartree. As for the HOMO energy (spin up / spin down): -8.616 / -10.944 eV.

=====

Here is C26H38BrNOP2Re as an isolated structure in a non-equilibrium geometry from OMol25. Energies are from ωB97M-V with the def2-TZVPD basis set.

Structure (ORCA input):
```
! RIJCOSX wB97M-V def2-TZVPD def2/J DEFGRID3
* xyz 4 4
C -4.18 0.98 -3.17
C -3.03 0.34 -2.71
C -1.90 0.21 -3.55
C -2.06 0.69 -4.87
N -3.19 1.25 -5.34
C -4.22 1.41 -4.50
C -3.36 -0.17 -1.42
C -3.96 -0.70 -0.43
C -3.43 -1.83 0.37
C -3.28 -1.91 1.74
C -2.23 -2.75 2.28
C -1.58 -3.39 1.20
C -1.98 -3.76 -0.04
C -3.08 -2.99 -0.40
Re -0.08 -2.11 1.58
P -0.57 0.96 0.58
H -1.03 -0.33 -3.20
H -5.01 1.06 -2.46
H -1.22 0.60 -5.57
H -5.13 1.90 -4.88
H -3.70 -3.20 -1.27
H -3.97 -1.35 2.37
H -1.41 -4.51 -0.58
H -1.99 -3.09 3.29
C 0.34 2.09 1.82
C 1.00 3.41 1.45
H 1.05 1.41 2.31
H -0.43 2.28 2.58
H 1.42 3.84 2.37
H 1.83 3.29 0.75
H 0.28 4.17 1.11
C 0.21 1.50 -1.09
C -0.38 2.63 -1.93
H 0.20 0.54 -1.65
H 1.27 1.72 -0.92
H 0.16 2.69 -2.88
H -1.42 2.46 -2.18
H -0.25 3.63 -1.49
C -2.21 1.96 0.59
C -2.39 3.46 0.87
H -2.75 1.35 1.32
H -2.67 1.75 -0.38
H -3.47 3.67 0.81
H -2.05 3.74 1.87
H -1.96 4.12 0.10
Br 1.17 -4.05 1.77
P 2.04 -1.24 0.71
C 2.99 0.33 0.41
C 4.40 0.33 0.95
H 2.39 1.15 0.82
H 2.96 0.39 -0.68
H 4.81 1.31 0.71
H 4.50 0.23 2.03
H 5.01 -0.44 0.49
C 2.69 -1.45 2.46
C 3.85 -2.44 2.57
H 1.95 -1.70 3.26
H 3.08 -0.46 2.72
H 4.08 -2.59 3.64
H 3.68 -3.45 2.17
H 4.77 -2.08 2.09
C 2.67 -2.17 -0.72
C 4.18 -2.21 -0.99
H 2.15 -1.70 -1.57
H 2.21 -3.16 -0.66
H 4.29 -2.87 -1.87
H 4.63 -1.26 -1.32
H 4.71 -2.55 -0.09
O -0.76 -0.07 3.76
C -0.61 -0.88 2.92
*
```

Its HOMO-LUMO gap (spin up / spin down) is 5.932 / 5.413 eV. The calculation puts the total energy at -4476.5355 hartree. As for the HOMO energy (spin up / spin down): -20.403 / -20.895 eV.

=====

Here is C26H38Cl2HfN2O as an isolated structure from OMol25. Energies are from ωB97M-V with the def2-TZVPD basis set.

Structure (ORCA input):
```
! RIJCOSX wB97M-V def2-TZVPD def2/J DEFGRID3
* xyz 0 1
Hf -0.50 0.72 -0.18
C 0.56 -1.08 1.25
C 1.67 -0.70 0.42
C 1.34 -1.12 -0.92
C 0.05 -1.71 -0.85
C -0.43 -1.71 0.48
C -1.71 -2.37 0.97
C -1.45 -3.87 1.10
C -2.11 -1.79 2.33
C -2.86 -2.14 -0.02
C 2.11 -1.12 -2.25
C 2.20 0.28 -2.90
C 1.37 -2.00 -3.27
C 3.51 -1.72 -2.11
C 2.97 -0.19 1.07
C 3.89 -1.40 1.32
C 3.71 0.88 0.27
C 2.70 0.43 2.44
H 0.51 -0.93 2.32
H -0.49 -2.12 -1.68
H -0.61 -4.06 1.78
H -1.20 -4.31 0.13
H -2.33 -4.38 1.50
H -1.35 -1.98 3.09
H -3.04 -2.25 2.67
H -2.27 -0.71 2.26
H -2.61 -2.50 -1.01
H -3.12 -1.08 -0.08
H -3.75 -2.69 0.31
H 1.20 0.65 -3.12
H 2.75 0.20 -3.84
H 2.70 1.01 -2.27
H 0.39 -1.59 -3.53
H 1.23 -3.01 -2.89
H 1.96 -2.05 -4.19
H 4.18 -1.11 -1.52
H 3.96 -1.82 -3.11
H 3.46 -2.72 -1.67
H 4.20 -1.88 0.39
H 3.37 -2.15 1.92
H 4.78 -1.09 1.86
H 3.94 0.58 -0.75
H 4.65 1.11 0.76
H 3.12 1.80 0.23
H 2.29 -0.29 3.16
H 2.03 1.28 2.37
H 3.65 0.79 2.85
N -2.36 2.13 -3.47
C -1.32 1.86 -2.70
O -1.16 0.69 -2.27
C -0.30 2.92 -2.40
C 0.43 2.66 -1.07
H -3.08 1.43 -3.59
H -2.55 3.08 -3.75
H -0.78 3.91 -2.45
H 0.40 2.88 -3.24
H 0.15 3.43 -0.35
H 1.51 2.73 -1.21
Cl -5.23 1.70 0.06
C -4.26 2.18 1.43
C -4.87 2.75 2.53
C -4.11 3.14 3.63
C -2.74 2.94 3.62
C -2.17 2.36 2.51
Cl -0.44 2.05 2.44
C -2.86 1.95 1.35
N -2.22 1.40 0.32
H -5.94 2.89 2.53
H -4.59 3.59 4.49
H -2.13 3.22 4.47
*
```

Its HOMO-LUMO gap is 7.497 eV. The calculation puts the total energy at -2166.7651 hartree. As for the HOMO energy: -7.096 eV.

=====

Here is C26H38N5O8PPbS as an isolated structure in a non-equilibrium geometry from OMol25. Energies are from ωB97M-V with the def2-TZVPD basis set.

Structure (ORCA input):
```
! RIJCOSX wB97M-V def2-TZVPD def2/J DEFGRID3
* xyz -2 1
Pb 9.87 11.45 10.87
C 11.00 16.75 7.35
C 11.55 15.60 8.17
C 11.43 15.58 9.54
C 11.81 14.47 10.30
C 12.57 13.43 9.76
C 12.67 13.41 8.35
C 12.17 14.50 7.62
S 13.28 12.20 10.83
O 14.09 12.95 11.81
O 14.06 11.36 9.90
N 12.16 11.31 11.53
C 12.16 11.34 12.99
C 11.10 12.22 13.63
O 11.35 12.70 14.74
O 10.03 12.38 12.96
H 11.53 16.77 6.33
H 11.18 17.72 7.91
H 9.89 16.74 7.13
H 10.96 16.36 10.01
H 11.67 14.43 11.38
H 13.12 12.58 7.92
H 12.20 14.56 6.54
H 13.17 11.59 13.39
H 12.12 10.29 13.36
C 7.48 12.35 7.16
C 8.14 12.82 5.85
C 9.45 13.51 6.06
O 7.23 13.72 5.17
C 8.19 11.53 4.99
O 9.17 10.83 5.17
O 7.24 11.37 4.16
H 7.04 13.21 7.67
H 8.18 11.71 7.68
H 6.57 11.79 6.87
H 9.27 14.58 6.11
H 10.05 13.36 5.13
H 9.89 13.15 6.91
H 6.89 13.19 4.46
C 10.00 6.77 6.62
N 9.73 7.79 7.62
C 8.35 8.33 7.63
P 10.94 8.61 8.31
O 10.40 9.89 8.90
N 12.08 8.86 7.14
C 11.86 10.00 6.32
C 13.48 8.81 7.50
N 11.61 7.67 9.47
C 11.28 6.29 9.69
C 12.40 8.27 10.50
H 10.00 7.13 5.60
H 9.24 5.99 6.66
H 10.97 6.26 6.83
H 8.02 8.56 6.61
H 8.30 9.25 8.22
H 7.65 7.61 8.14
H 10.85 10.15 5.98
H 12.53 10.00 5.49
H 12.13 10.89 6.94
H 13.77 7.89 8.02
H 13.73 9.61 8.21
H 14.10 9.01 6.60
H 10.49 5.86 9.06
H 10.87 6.14 10.76
H 12.19 5.58 9.54
H 12.31 9.37 10.43
H 13.46 8.07 10.40
H 12.16 7.90 11.50
N 7.98 4.66 14.45
C 8.28 5.68 13.96
C 8.58 6.95 13.32
C 8.84 8.16 13.96
C 9.23 9.28 13.24
C 9.23 9.34 11.86
C 8.81 8.16 11.22
C 8.52 7.02 11.86
H 8.83 8.43 15.04
H 9.36 10.13 13.80
H 8.82 8.14 10.15
H 8.19 6.04 11.39
*
```

Its HOMO-LUMO gap is 7.609 eV. The calculation puts the total energy at -2821.7569 hartree. As for the HOMO energy: -3.364 eV.